ORCA calculation (wB97M-V/def2-TZVPD) on a molecular structure, C26H25BBr45N4O2PS in a non-equilibrium geometry.

Values from the calculation:
- Highest occupied orbital energy: -8.72 eV
- HOMO-LUMO gap: 6.44 eV
- Charge: 0

```
105
Properties=species:S:1:pos:R:3:forces:R:3
C 6.6333 -3.2193 2.4852 -6.02 3.53 1.48
C 5.6478 -2.3385 2.5977 3.44 -3.19 -2.34
C 4.5046 -1.2946 2.1335 -0.70 -1.70 0.52
C 3.0536 -1.9268 1.9625 2.39 3.91 -0.46
N 2.8565 -3.3637 2.2755 0.27 -1.27 -5.33
C 2.7111 -4.0781 1.1554 -5.07 0.84 -1.72
O 2.1149 -4.5909 0.1614 4.88 2.66 6.54
C 1.8478 -1.0110 1.4789 3.04 3.50 -0.07
B 0.3066 -1.5175 1.2390 -0.70 -1.69 -0.85
O 0.0689 -2.2463 -0.0197 1.00 3.07 1.48
C -0.9317 -1.2946 2.2667 -0.62 -0.08 0.28
C -2.1093 -0.4938 1.4389 0.84 -0.43 -0.20
C 2.1248 0.5344 1.2003 2.59 -3.26 0.74
P 0.7858 1.7656 0.6500 -0.49 0.38 2.58
N -0.2206 2.0317 1.8710 0.52 0.62 -1.54
C 3.5908 1.0884 1.4227 2.51 1.42 0.27
N 4.0474 2.4803 1.2482 0.50 -3.81 0.89
S 5.7304 2.6075 1.6113 -3.27 -4.15 -0.07
N 6.1080 0.9547 1.9981 -4.90 -0.25 -0.82
C 4.8511 0.2292 1.8823 -1.26 0.41 -0.33
H 7.3182 -4.1524 2.4190 -1.69 2.16 0.80
H 0.5661 -1.7103 -0.7026 -0.45 -1.39 0.80
H -0.6155 -0.7051 3.2252 -0.87 -1.42 -2.00
H -1.4074 -2.3213 2.5497 1.10 1.66 -0.28
H -1.6027 -0.1210 0.4744 -1.14 -0.63 1.50
H -2.9661 -1.2254 1.1427 1.52 1.43 0.51
H -2.4876 0.4301 2.0045 0.59 -1.61 -0.80
H 0.1686 1.2102 -0.5255 0.63 0.07 0.36
H 1.4262 3.0031 0.3146 0.25 -1.02 -0.51
H -0.1982 3.0369 2.1306 -0.04 -0.93 -0.15
C 9.1167 -2.2247 -0.9626 -0.01 -0.08 -0.24
Br 9.2101 -3.4326 -2.4800 0.05 0.20 0.27
Br 8.0491 -2.9615 0.4851 1.07 0.73 -1.58
Br 10.8819 -1.6903 -0.3561 -0.27 -0.12 -0.09
H 8.6102 -1.3216 -1.3048 0.18 -0.27 0.12
C -4.7587 1.2043 -1.1263 -0.17 0.05 -0.10
Br -4.6664 0.0227 -2.6631 -0.16 0.25 0.46
Br -5.8049 0.4358 0.3162 0.28 0.11 -0.29
Br -2.9923 1.7461 -0.5296 -0.61 0.46 -0.37
H -5.2770 2.1078 -1.4495 0.14 -0.29 0.10
C 12.2517 -5.1649 0.9454 -0.06 0.09 -0.08
Br 12.3423 -6.3719 -0.5718 -0.01 0.24 0.35
Br 11.1811 -5.8992 2.3886 0.23 0.12 -0.28
Br 14.0175 -4.6368 1.5537 -0.37 -0.14 -0.12
H 11.7486 -4.2604 0.6036 0.14 -0.26 0.10
C 0.0604 1.6725 5.8596 0.23 -0.11 0.11
Br 0.9305 0.7096 4.4174 0.23 0.36 0.89
Br 0.0694 3.5898 5.5532 -0.07 -0.57 -0.01
Br -1.7306 1.0035 6.1969 0.32 0.14 -0.14
H 0.6438 1.4907 6.7627 -0.22 0.07 -0.27
C 0.4111 7.7162 6.2226 0.18 0.00 0.07
Br 0.3697 6.6270 7.8280 -0.03 0.36 -0.39
Br -0.3441 6.7836 4.6956 0.08 0.35 0.24
Br -0.4301 9.4432 6.5011 0.12 -0.38 -0.05
H 1.4600 7.9060 5.9930 -0.35 -0.06 0.05
C -5.6439 -0.8938 -6.9067 0.08 0.13 -0.25
Br -5.8558 0.9851 -6.4695 0.06 -0.44 -0.04
Br -4.5849 -1.8288 -5.5748 -0.21 0.27 -0.46
Br -7.3527 -1.7632 -7.2086 0.37 0.16 0.14
H -5.0911 -0.9423 -7.8453 -0.18 0.02 0.30
C -2.5069 3.2628 -4.0532 -0.08 -0.23 0.12
Br -4.0297 4.1530 -4.8638 0.45 -0.27 0.18
Br -2.2277 1.4913 -4.7935 0.16 0.48 0.03
Br -0.9019 4.3493 -4.1503 -0.31 -0.28 -0.10
H -2.7394 3.1327 -2.9953 0.09 0.05 -0.30
C 0.4849 7.4917 11.9914 -0.06 0.07 0.11
Br 2.2631 8.2581 12.1244 -0.37 -0.17 -0.09
Br -0.7361 8.6615 11.0387 0.28 -0.25 0.18
Br 0.5234 5.7090 11.2238 0.01 0.30 0.20
H 0.1035 7.3926 13.0080 0.13 0.01 -0.34
C 0.2210 0.2645 -8.2831 0.00 0.04 -0.15
Br 2.0910 0.4794 -7.8097 -0.41 -0.04 -0.05
Br -0.6565 -1.0661 -7.1744 0.13 0.27 -0.16
Br -0.7274 1.9572 -8.2636 0.23 -0.35 -0.02
H 0.1922 -0.1056 -9.3083 0.01 0.10 0.34
C -5.0883 -5.3714 -3.1500 -0.03 0.03 -0.16
Br -5.3020 -3.4925 -2.7140 0.02 -0.61 0.26
Br -4.0274 -6.3044 -1.8185 -0.16 0.21 -0.19
Br -6.7968 -6.2417 -3.4515 0.35 0.18 0.10
H -4.5358 -5.4200 -4.0889 -0.17 0.00 0.30
C -8.7829 2.5267 2.9450 -0.03 0.09 0.08
Br -8.3250 0.7159 3.4738 -0.07 0.35 -0.17
Br -7.2406 3.4922 2.2702 -0.33 -0.18 0.14
Br -10.2613 2.5596 1.6879 0.34 -0.04 0.23
H -9.1166 3.0466 3.8434 0.11 -0.18 -0.29
C -0.0728 7.5171 -1.0391 0.02 0.14 0.09
Br 0.3887 5.7048 -0.5180 -0.09 0.33 -0.13
Br 1.4685 8.4925 -1.7017 -0.34 -0.26 0.10
Br -1.5459 7.5510 -2.3026 0.26 0.03 0.33
H -0.4127 8.0306 -0.1394 0.09 -0.18 -0.29
C -3.3054 -10.0181 -0.7232 -0.04 0.11 0.00
Br -3.2037 -11.1936 -2.2640 -0.06 0.21 0.34
Br -4.3557 -10.7968 0.7111 0.26 0.13 -0.31
Br -1.5443 -9.4729 -0.1151 -0.36 -0.14 -0.15
H -3.8254 -9.1153 -1.0452 0.15 -0.31 0.07
C -3.2472 8.0813 -5.7995 0.10 -0.06 0.06
Br -2.3788 7.1259 -7.2485 -0.22 0.21 0.30
Br -3.2427 9.9995 -6.0945 -0.03 -0.43 0.04
Br -5.0359 7.4076 -5.4610 0.22 0.41 -0.16
H -2.6607 7.8959 -4.8992 -0.16 0.04 -0.32
C -0.0397 -12.0439 -4.6192 -0.12 -0.04 0.03
Br 1.1342 -12.7771 -5.9802 -0.21 0.17 0.29
Br 0.5431 -12.5208 -2.8306 -0.06 0.13 -0.39
Br -0.2649 -10.1262 -4.8172 0.11 -0.38 0.04
H -1.0205 -12.4971 -4.7665 0.32 0.14 0.04
```
Forces are in eV/Å.


ORCA calculation (wB97M-V/def2-TZVPD) on a molecular structure, C26H25BeFI2N4OS in a non-equilibrium geometry.

Values from the calculation:
- Highest occupied orbital energy: -6.31 eV
- HOMO-LUMO gap: 5.62 eV
- Charge: 0

```
61
Properties=species:S:1:pos:R:3:forces:R:3
Be 12.9048 8.1970 15.2951 -0.48 -0.27 1.16
I 6.5534 5.4228 16.2803 -1.02 -0.36 -0.01
C 8.4712 5.9769 16.6442 1.74 -0.05 -0.20
C 9.4670 5.0076 16.9215 -1.03 0.57 0.18
C 10.8125 5.3122 16.9494 -1.03 1.43 -0.92
I 12.0227 3.9672 17.9122 0.75 -0.23 -0.15
C 11.2218 6.6009 16.4406 0.59 -0.47 0.06
O 12.4755 6.8189 16.0631 -0.45 -0.23 0.48
C 10.2348 7.6035 16.3776 -0.79 0.66 1.17
C 10.5065 9.1281 16.5678 0.46 -0.94 -0.23
N 11.9339 9.4716 16.6318 -0.14 -1.53 -0.31
C 12.7364 9.0685 17.8090 0.63 1.81 -1.41
C 14.1918 8.9581 17.3428 -0.15 -0.23 1.86
C 15.2125 9.1201 18.3041 0.38 -0.36 -2.53
C 16.5243 8.9268 17.8295 -1.97 -0.37 1.31
C 16.7334 8.4915 16.5486 0.76 0.63 -1.79
C 15.6649 8.4401 15.6491 -0.61 -1.26 1.58
N 14.3834 8.5437 16.0955 1.92 1.11 0.20
C 8.8594 7.2876 16.4653 0.94 -0.24 -0.80
H 9.1198 4.0169 17.1441 0.08 -0.36 0.21
H 10.0159 9.6320 15.7286 0.41 0.25 0.15
H 10.0005 9.4244 17.5043 0.09 -0.08 -0.34
H 12.1701 10.2906 16.0900 0.27 0.18 0.48
H 12.6925 9.7950 18.6432 -0.16 -0.48 -0.19
H 12.5014 8.0682 18.1096 -0.75 -0.45 0.34
H 14.9353 9.2852 19.3230 0.17 0.41 0.39
H 17.3039 8.9905 18.5347 1.05 0.10 0.56
H 17.7685 8.2900 16.1896 -0.99 0.20 0.26
H 15.8000 8.0688 14.6517 -0.18 0.24 -0.46
H 8.1520 8.0648 16.1718 0.00 -0.14 0.51
C 14.8914 4.6292 14.8141 -1.06 0.35 -2.61
C 14.9500 5.4669 13.5574 -0.74 0.88 -1.99
C 16.0191 5.9403 12.8015 1.35 -0.30 0.44
C 15.7386 6.6675 11.6275 -2.74 0.00 0.27
N 14.4507 6.8855 11.2067 2.56 0.03 -1.00
C 13.4476 6.4532 11.9041 0.85 -0.26 1.10
S 12.7737 8.6533 13.5278 -0.15 0.99 -1.16
N 13.7068 5.7645 13.0229 0.39 -0.98 3.94
C 16.8263 7.1610 10.7659 0.70 -0.17 -0.39
H 14.1503 3.7957 14.4660 2.00 0.73 1.24
H 14.3251 5.2484 15.4912 -0.02 0.05 0.93
H 15.9397 4.4874 15.0723 -0.46 -0.92 0.56
H 17.1278 5.7789 13.0454 -1.96 0.01 -0.06
H 13.0389 5.8245 13.8511 -0.01 -0.15 -1.80
H 17.6513 6.4614 10.9838 0.02 0.36 -0.74
H 17.2026 8.1562 11.0679 -0.47 -0.29 -0.16
H 16.5026 7.1667 9.6945 0.46 0.02 1.01
F 11.8004 8.1976 6.1534 0.18 -0.15 -0.03
C 11.8684 7.7788 7.4374 0.05 1.50 0.96
C 12.2316 8.7341 8.4197 0.08 -0.38 -1.25
C 12.1998 8.3836 9.7583 1.13 -0.18 -0.71
C 11.9611 7.0395 10.0617 -1.48 -0.26 0.61
C 12.0559 6.5291 11.4871 -2.00 -0.07 -0.12
C 11.4740 6.1546 9.0850 0.55 -0.87 1.58
C 11.4543 6.5115 7.7542 -0.89 0.07 -0.81
H 12.6160 9.7089 8.0843 -0.51 -0.42 0.20
H 12.5653 9.1338 10.4674 -0.37 -0.61 0.16
H 11.5596 7.2154 12.2672 0.58 -0.73 -1.07
H 11.5638 5.5073 11.5859 0.72 1.10 -0.16
H 11.1698 5.1358 9.4706 0.30 1.21 -0.87
H 10.9631 5.9372 6.9618 0.47 -0.12 0.38
```
Forces are in eV/Å.


ORCA calculation (wB97M-V/def2-TZVPD) on a molecular structure, C26H25BrN2O8P2TeTl in a non-equilibrium geometry.

Values from the calculation:
- Highest occupied orbital energy: -10.26 eV
- HOMO-LUMO gap: 6.61 eV
- Charge: +1

```
66
Properties=species:S:1:pos:R:3:forces:R:3
Tl -0.3105 0.2993 -0.4142 0.67 -0.17 -0.20
Br 7.2111 -1.5929 -0.6680 -0.11 0.02 -0.05
C 5.4044 -1.1019 -0.9684 0.21 -0.03 0.14
C 4.8071 -1.3727 -2.2107 -0.05 0.04 0.06
C 3.5092 -1.0061 -2.4450 -0.01 -0.01 -0.07
C 2.7363 -0.3594 -1.4525 0.01 0.14 0.25
O 1.5390 0.0464 -1.7243 -0.10 -0.13 0.11
C 3.3358 -0.1320 -0.1793 0.06 -0.13 -0.32
C 2.6625 0.4226 0.9355 -0.09 0.07 0.12
N 1.3996 0.7022 1.0862 -0.10 -0.08 -0.14
C 0.9078 1.1274 2.3346 0.12 0.09 0.43
C 1.6068 1.0634 3.5212 -0.02 -0.07 -0.25
C 1.0660 1.5184 4.7333 -0.13 0.06 0.13
C -0.2013 2.0209 4.7912 0.13 -0.04 0.04
C -0.9745 2.0773 3.6138 0.04 -0.04 -0.16
C -2.3005 2.5597 3.6112 -0.03 -0.01 -0.11
C -3.0136 2.6038 2.4456 -0.03 0.07 0.15
C -2.4004 2.1489 1.2745 0.10 0.01 -0.14
N -1.1694 1.6889 1.2486 -0.07 -0.11 -0.09
C -0.4259 1.6352 2.3836 -0.01 0.13 0.29
C 4.6910 -0.4966 0.0218 -0.02 0.01 0.02
H 5.3847 -1.8717 -2.9773 -0.01 0.02 -0.02
H 3.0394 -1.1964 -3.4007 0.00 0.00 0.00
H 3.3231 0.6156 1.7792 -0.02 0.00 0.04
H 2.6012 0.6427 3.5525 0.00 -0.02 -0.03
H 1.6694 1.4564 5.6288 -0.01 0.00 -0.01
H -0.6239 2.3702 5.7240 -0.01 0.00 -0.01
H -2.7377 2.8898 4.5453 -0.01 0.01 -0.01
H -4.0312 2.9653 2.4146 0.02 0.02 -0.01
H -2.9259 2.1674 0.3276 -0.05 -0.09 0.00
H 5.1535 -0.3027 0.9820 0.00 0.00 -0.01
C -4.0664 -3.4986 0.0338 0.02 -0.02 0.05
C -2.6771 -2.9012 -0.1059 0.24 0.37 -0.11
O -1.6759 -3.9177 -0.2400 -0.23 -0.22 0.08
P -2.0656 -2.0635 1.3987 0.12 -0.27 0.29
O -1.8863 -3.2178 2.4666 0.09 -0.18 -0.04
O -3.1751 -1.1656 2.0938 -0.08 -0.26 -0.01
O -0.8079 -1.2887 1.1861 -0.24 0.21 -0.13
P -2.6029 -1.6946 -1.5129 -0.14 0.22 -0.03
O -3.1630 -0.3331 -0.7510 0.05 -0.25 -0.15
O -3.4828 -2.0405 -2.6327 -0.10 -0.18 0.03
O -1.1219 -1.4307 -1.7251 -0.19 0.09 0.21
H -4.0790 -4.2772 0.7966 0.01 0.02 0.03
H -4.3515 -3.9307 -0.9244 -0.03 -0.01 0.02
H -4.7992 -2.7305 0.2904 -0.01 -0.02 -0.02
H -1.2866 -3.9017 -1.1217 0.10 0.11 -0.02
H -1.3160 -3.9456 2.1655 -0.14 0.14 -0.01
H -3.7934 -1.6833 2.6333 0.08 0.14 -0.05
H -4.1158 -0.2600 -0.9077 0.10 0.05 0.02
C -2.6943 1.7961 -3.4492 0.03 -0.19 0.17
Te -0.6338 1.3476 -2.9655 -0.52 0.91 -0.50
C -0.5760 3.4973 -2.6734 0.12 -0.15 0.04
C -1.6243 4.0410 -3.6077 -0.11 -0.14 -0.08
C -1.5823 5.3486 -4.0723 0.04 0.03 0.03
C -2.5554 5.8090 -4.9468 0.05 0.00 0.03
C -3.5747 4.9625 -5.3563 -0.03 -0.01 -0.03
C -3.6301 3.6595 -4.8845 -0.06 -0.02 -0.01
C -2.6596 3.1941 -4.0076 0.19 0.07 0.03
H -3.3058 1.7348 -2.5497 0.06 -0.05 0.05
H -3.0589 1.0542 -4.1563 0.06 -0.02 -0.01
H 0.4183 3.8797 -2.8933 0.01 -0.07 -0.01
H -0.8070 3.7104 -1.6285 0.03 -0.05 0.00
H -0.7812 6.0050 -3.7534 0.00 0.00 -0.04
H -2.5057 6.8236 -5.3185 -0.02 -0.01 0.00
H -4.3215 5.3126 -6.0564 -0.01 0.00 0.02
H -4.4292 3.0010 -5.2031 0.02 0.00 -0.01
```
Forces are in eV/Å.


Question: The lowest HOMO-LUMO gap belongs to which entry?
Answer: C26H25BeFI2N4OS


Question: HOMO-LUMO gap of number 3 (C26H25BrN2O8P2TeTl)?
Answer: 6.61 eV


Question: Among the records above, which one has the highest charge?
Answer: C26H25BrN2O8P2TeTl